Density functional theory data (ωB97M-V/def2-TZVPD) for C40H44LaN6P2S6 as an isolated structure.

Calculated values
- ΔE to the lowest compared entry with this formula, charge and spin: 556.69 kJ/mol
- Lowest unoccupied orbital energy (alpha / beta): -0.143 / -0.119 hartree
- Charge: +1
- HOMO level (alpha / beta): -6.81 / -9.85 eV

```
99
C40H44LaN6P2S6 | the Open Molecules 2025 dataset | ωB97M-V/def2-TZVPD
La -1.2523 0.2581 0.5480
S -3.3284 0.6201 2.4612
C -3.9977 1.3108 1.0502
N -3.2837 1.4700 -0.0460
C -4.0332 1.9958 -1.0873
C -3.5815 2.2210 -2.3856
C -4.4568 2.7593 -3.3104
C -5.7737 3.0612 -2.9623
C -6.2418 2.8254 -1.6814
C -5.3607 2.2941 -0.7506
S -5.6487 1.8554 0.9153
H -2.5700 1.9438 -2.6566
H -4.1223 2.9396 -4.3240
H -6.4455 3.4658 -3.7075
H -7.2694 3.0345 -1.4158
C 0.6496 -1.6752 3.9109
P 0.5214 -1.6201 2.0806
C 2.2839 -1.4444 1.6052
N 3.0323 -2.5010 1.8728
C 4.3609 -2.4657 1.5633
C 5.1752 -3.5912 1.7789
C 6.5180 -3.5304 1.4893
C 7.0858 -2.3513 0.9881
C 6.3059 -1.2442 0.7490
C 4.9269 -1.2863 1.0190
N 4.1405 -0.1956 0.7790
C 2.8490 -0.2665 1.0523
P 1.8331 1.2604 0.8811
C 2.1979 1.9985 2.5375
C 2.7937 2.4911 -0.2242
C 4.3154 2.5711 -0.0418
C 2.6328 2.0664 -1.6833
C 2.2685 3.9117 0.0750
C 0.0420 -3.4000 1.6722
C 0.7038 -4.4941 2.5098
C -1.4718 -3.4623 1.9223
C 0.3558 -3.6177 0.1879
H 1.4310 -2.3792 4.1925
H -0.3090 -1.9878 4.3285
H 0.8892 -0.6850 4.2956
H 4.7172 -4.4908 2.1702
H 7.1481 -4.3963 1.6470
H 8.1503 -2.3188 0.7934
H 6.7290 -0.3269 0.3583
H 3.2662 1.9458 2.7448
H 1.6586 1.4299 3.2921
H 1.8678 3.0394 2.5788
H 4.8250 1.6868 -0.4011
H 4.5737 2.7068 1.0055
H 4.6796 3.4424 -0.5991
H 3.1730 1.1285 -1.8138
H 3.0877 2.8136 -2.3371
H 0.7558 1.1372 -1.6544
H 2.8921 4.3717 0.8397
H 1.2459 3.9248 0.4317
H 2.3276 4.5409 -0.8173
H 0.3724 -4.4568 3.5488
H 1.7845 -4.4233 2.4756
H 0.4090 -5.4631 2.0949
H -1.6977 -3.5073 2.9894
H -1.8955 -4.3533 1.4517
H -1.9917 -2.5951 1.5152
H 1.4237 -3.7825 0.0468
H 0.0657 -2.7622 -0.4275
H -0.1826 -4.4929 -0.1853
C -1.5840 3.5849 1.9909
C -1.3817 3.7653 0.5258
N -0.6366 3.0116 -0.2327
C -0.4859 3.5531 -1.4975
C -1.2221 4.6855 -1.7023
S -2.0471 5.1357 -0.2805
C 0.4386 3.0216 -2.4877
C 0.6448 3.5247 -3.7166
S 1.5344 2.4821 -4.7636
C 1.4206 1.1930 -3.6069
N 1.2507 1.8010 -2.2715
C 2.1282 -0.1046 -3.7831
H -0.9959 2.7494 2.3714
H -2.6310 3.4090 2.2365
H -1.2744 4.4903 2.5141
H -1.3213 5.2754 -2.5986
H 0.2742 4.4663 -4.0876
H 2.9612 -0.0138 -4.4817
H 1.4382 -0.8495 -4.1855
H 2.4967 -0.5073 -2.8388
S -0.8164 -0.6058 -2.0844
C -2.1350 -1.6151 -1.6629
N -2.7816 -1.4902 -0.5329
C -3.7757 -2.4514 -0.4001
C -4.6473 -2.5828 0.6782
C -5.5632 -3.6173 0.6627
C -5.6133 -4.5233 -0.3983
C -4.7594 -4.4000 -1.4794
C -3.8500 -3.3517 -1.4707
S -2.6553 -2.9344 -2.6707
H -4.5929 -1.8891 1.5082
H -6.2505 -3.7332 1.4902
H -6.3313 -5.3321 -0.3788
H -4.7868 -5.1018 -2.3019
```

Atom charges from the Mulliken analysis, given in e for atoms 1 to 5: La 0.59; S -0.43; C 0.31; N 1.32; C -0.91